Record 1
Formula: C37H94N8O13
Source: OMol25
Level of theory: ωB97M-V/def2-TZVPD

Last column: Mulliken charge in e.
Positions of all 152 atoms, in Å:
C: -4.593 -4.757 11.167  -0.785
O: -4.152 -5.210 9.900  -0.266
C: -3.874 -6.603 10.005  -0.576
C: -3.204 -7.114 8.746  -0.820
N: -4.002 -7.476 7.572  -0.303
C: -4.109 -6.415 6.580  -0.216
C: -5.109 -6.809 5.485  -0.448
O: -5.537 -5.730 4.682  -0.399
C: -4.571 -5.413 3.666  -0.639
H: -3.850 -4.934 11.950  0.305
H: -5.477 -5.345 11.457  0.312
H: -4.944 -3.736 11.318  0.274
H: -4.879 -7.062 10.024  0.326
H: -3.385 -7.001 10.896  0.448
H: -2.704 -8.028 9.110  0.404
H: -2.269 -6.576 8.550  0.280
H: -4.907 -7.561 8.036  0.269
H: -3.104 -6.196 6.202  0.073
H: -4.390 -5.462 7.049  0.285
H: -6.005 -7.074 6.060  0.276
H: -4.861 -7.689 4.885  0.297
H: -4.981 -4.446 3.359  0.197
H: -4.541 -6.189 2.904  0.341
H: -3.628 -5.100 4.122  0.339
C: 2.949 4.451 0.988  -0.396
O: 3.913 5.296 0.389  -0.236
C: 5.197 5.220 1.045  -0.667
C: 5.646 6.636 1.311  -0.108
N: 7.018 6.727 1.817  -0.360
C: 7.396 8.149 1.914  -0.726
C: 8.061 8.691 0.620  -0.608
O: 7.032 8.830 -0.354  -0.107
C: 7.506 9.357 -1.577  -0.978
H: 2.423 5.012 1.767  0.295
H: 3.331 3.459 1.227  0.507
H: 2.135 4.257 0.281  -0.282
H: 5.890 4.703 0.378  0.251
H: 5.059 4.676 1.979  0.439
H: 5.071 7.043 2.150  0.170
H: 5.390 7.222 0.423  0.122
H: 7.677 6.329 1.154  0.289
H: 8.185 8.198 2.675  0.369
H: 6.560 8.731 2.293  0.289
H: 8.816 8.046 0.163  0.423
H: 8.454 9.672 0.912  0.369
H: 8.026 10.303 -1.395  0.371
H: 6.647 9.534 -2.224  0.311
H: 8.137 8.623 -2.089  0.300
C: 4.416 9.951 -0.254  -0.604
O: 3.088 10.310 -0.563  -0.464
C: 2.178 9.631 0.282  -0.887
C: 2.014 8.163 -0.094  0.456
N: 0.987 7.989 -1.085  -0.272
C: 0.899 6.698 -1.723  -0.087
C: -0.157 6.674 -2.784  -0.707
O: -0.270 5.459 -3.512  -0.331
C: 0.930 4.867 -3.961  -0.217
H: 4.538 8.944 -0.671  0.108
H: 4.695 9.916 0.802  0.245
H: 5.240 10.458 -0.750  0.394
H: 1.250 10.188 0.443  0.489
H: 2.441 9.701 1.351  0.394
H: 1.909 7.477 0.758  0.058
H: 2.976 7.846 -0.509  -0.163
H: 0.256 8.655 -1.230  0.267
H: 0.866 5.898 -0.969  -0.006
H: 1.869 6.504 -2.209  0.289
H: -0.241 7.520 -3.483  0.346
H: -1.174 6.759 -2.368  0.330
H: 1.545 5.503 -4.603  0.326
H: 0.607 4.030 -4.587  0.042
H: 1.533 4.403 -3.177  0.041
C: -7.847 -5.507 -0.580  -0.749
O: -7.468 -4.152 -0.600  -0.351
C: -6.739 -3.660 0.515  -0.440
C: -5.771 -2.604 -0.003  -0.718
N: -4.925 -3.147 -1.023  -0.107
C: -3.901 -2.287 -1.580  -1.038
C: -3.108 -2.928 -2.696  -0.218
O: -3.965 -3.129 -3.815  -0.402
C: -3.280 -3.631 -4.931  -0.405
H: -8.681 -5.635 -1.269  0.269
H: -8.263 -5.794 0.393  0.310
H: -7.017 -6.164 -0.846  0.275
H: -6.126 -4.416 1.014  0.242
H: -7.466 -3.270 1.229  0.437
H: -5.147 -2.325 0.853  0.323
H: -6.281 -1.694 -0.348  0.369
H: -5.369 -3.570 -1.828  0.241
H: -3.301 -1.837 -0.780  0.517
H: -4.266 -1.337 -2.018  0.350
H: -2.790 -3.913 -2.328  0.263
H: -2.315 -2.290 -3.090  0.224
H: -3.964 -3.800 -5.768  0.293
H: -2.744 -4.513 -4.568  0.297
H: -2.587 -2.977 -5.486  -0.015
C: -0.389 2.138 -7.715  -0.838
O: 0.554 1.734 -6.757  -0.421
C: 0.041 1.078 -5.632  -0.327
C: -0.608 -0.317 -5.881  -0.790
N: 0.251 -1.467 -5.735  -0.072
C: 1.436 -1.470 -6.601  -0.414
C: 2.186 -2.789 -6.323  -0.863
O: 2.583 -2.891 -4.958  -0.215
C: 3.553 -3.907 -4.770  -0.977
H: -0.752 1.279 -8.296  0.301
H: 0.055 2.842 -8.412  0.303
H: -1.300 2.552 -7.266  0.355
H: -0.582 1.713 -4.987  0.483
H: 0.868 0.860 -4.949  0.052
H: -1.077 -0.292 -6.866  0.655
H: -1.415 -0.395 -5.148  0.114
H: 0.564 -1.658 -4.792  0.058
H: 2.105 -0.634 -6.400  0.353
H: 1.114 -1.725 -7.612  0.266
H: 3.032 -2.913 -7.010  0.449
H: 1.561 -3.658 -6.567  0.373
H: 4.329 -3.824 -5.540  0.410
H: 3.208 -4.942 -4.847  0.323
H: 4.017 -3.670 -3.816  0.264
C: -1.464 -4.027 1.723  -0.877
O: -0.378 -3.627 0.933  -0.400
C: -0.158 -4.416 -0.227  -0.363
C: 0.921 -3.780 -1.065  -0.768
N: 0.431 -2.458 -1.427  0.112
C: 1.466 -1.616 -2.020  -0.723
C: 1.077 -0.218 -2.331  -0.145
O: 1.253 0.605 -1.170  -0.450
C: 0.688 1.868 -1.398  -0.737
H: -1.620 -5.115 1.674  0.368
H: -2.437 -3.693 1.347  0.187
H: -1.367 -3.820 2.785  0.436
H: -1.086 -4.482 -0.806  0.049
H: 0.073 -5.439 0.095  0.510
H: 1.124 -4.471 -1.886  0.299
H: 1.850 -3.735 -0.475  0.396
H: 0.066 -2.049 -0.574  0.241
H: 1.717 -2.104 -2.971  -0.078
H: 2.410 -1.759 -1.475  0.612
H: 0.162 -0.096 -2.917  0.210
H: 1.849 0.115 -3.042  0.350
H: 0.713 2.452 -0.475  0.311
H: -0.356 1.830 -1.726  0.320
H: 1.284 2.456 -2.111  0.255
C: 0.686 -5.912 5.474  0.662
O: 1.198 -5.085 6.228  -0.664
N: 0.420 -5.669 4.169  -0.336
N: 0.298 -7.140 5.944  -0.376
H: 0.887 -4.877 3.759  0.206
H: 0.218 -6.441 3.560  0.161
H: 0.267 -7.368 6.915  0.210
H: -0.046 -7.778 5.249  0.156

## Properties
E_LUMO: 0.4959 eV
DFT total energy: -2881.9110 Ha
E_HOMO: -8.0 eV
net charge: 0
ΔE to the lowest compared entry with this formula, charge and spin: 378.6 kJ/mol
SMILES: COCCNCCOC.COCCNCCOC.COCCNCCOC.COCCNCCOC.COCCNCCOC.COCCNCCOC.NC(N)=O



Record 2
Formula: C2H9NO4
Source: OMol25
Level of theory: ωB97M-V/def2-TZVPD

Last column: natural (NBO) charge in e.
Positions of all 16 atoms, in Å:
C: 0.924 1.300 -0.961  -0.416
N: 1.260 0.168 -1.762  -0.655
C: 2.538 -0.481 -1.611  0.892
O: 3.207 0.372 -0.685  -0.746
O: 3.036 -1.379 -2.260  -0.570
H: 1.684 2.122 -0.765  0.216
H: 0.704 0.999 0.020  0.184
H: -0.010 1.855 -1.296  0.198
H: 0.366 -0.227 -1.930  0.401
H: 3.942 0.811 -1.096  0.496
H: -6.365 -2.798 0.138  0.464
H: -6.970 -1.611 0.788  0.465
O: -6.193 -2.210 0.868  -0.929
H: -2.256 1.915 3.987  0.460
H: -2.883 1.175 5.044  0.463
O: -2.276 1.925 4.936  -0.922

## Properties
E_LUMO: 0.4858 eV
DFT total energy: -437.2871 Ha
E_HOMO: -10.0 eV
net charge: 0
ΔE to the lowest compared entry with this formula, charge and spin: 158.4 kJ/mol
SMILES: CNC(=O)O.O.O



Question: The highest DFT total energy belongs to which entry?
Answer: C2H9NO4



Question: Among the records above, which one has the lowest ΔE to the lowest compared entry with this formula, charge and spin?
Answer: C2H9NO4



Question: Look up the E_HOMO of the first one.
Answer: -8.0 eV